A structure of composition C7H11N3O4 at a distorted geometry. Source: the OMol25 dataset; level of theory: ωB97M-V/def2-TZVPD.

Computed properties:
* net charge: +2
* electronic energy: -20075.7866 eV
* gap between HOMO and LUMO: 8.6 eV
* relative energy (zero: lowest compared OMol25 entry of this formula, charge and spin): 48.5 kcal per mole
* M: 201.18 Da

Geometry (Å):
1 C 0.5855 -1.1086 1.2515
2 C -0.6171 -0.8042 0.5249
3 C -0.5627 0.2750 -0.3128
4 C -3.2792 -0.1144 -0.9501
5 C -3.1138 -0.6688 0.5323
6 C 1.5699 0.9635 0.4093
7 C 2.8000 0.9571 -0.5492
8 N 1.5776 -0.2627 1.1875
9 N -1.8897 -1.5315 0.6907
10 N 0.4457 1.0610 -0.4930
11 O -4.2055 -0.0040 -1.6878
12 O -2.1512 0.5556 -1.2371
13 O 2.3298 1.9932 -1.4199
14 O 2.9547 -0.3053 -1.0910
15 H 0.4951 -2.0959 1.8161
16 H -3.0860 0.2697 1.2337
17 H -4.0809 -1.2082 0.8316
18 H 1.7894 1.7479 1.2338
19 H 3.7124 1.2365 -0.1551
20 H -1.8465 -2.2930 0.1035
21 H -1.9933 -2.0072 1.5278
22 H 2.9785 2.5768 -1.7678
23 H 0.5595 1.6652 -1.4078
24 H 2.2919 -0.6247 1.7623
25 H 2.7359 -0.2730 -2.0335

natural (NBO) atomic charge list, values in e, 8 entries: C 0.236; C -0.218; C 0.705; C 0.752; C -0.382; C 0.081; C 0.362; N -0.440